Record 1
Computed, not measured: the molecule C14H33BClN3O9P2, with the ωB97M-V functional and the def2-TZVPD basis.

Geometry as XYZ:
```
63
Properties=species:S:1:pos:R:3
H 0.846 -1.907 1.129
P 1.619 3.291 1.878
H -0.472 -0.244 2.143
H -1.084 0.376 4.332
C 0.491 -0.936 -0.846
H -0.653 -3.852 -0.650
O 2.343 3.757 3.299
C -2.379 0.608 2.567
H 2.891 -2.206 -3.319
O 2.211 3.915 -2.120
H -0.234 -3.351 2.324
C 1.631 0.087 -0.352
C -0.495 -3.977 1.466
H -3.586 -1.064 -3.994
O 0.928 -0.644 -3.720
C -1.554 0.204 0.256
C 0.947 1.893 -2.053
O 0.249 -2.918 -2.759
H -0.197 2.299 2.740
H -3.403 0.270 2.364
H -2.300 1.660 2.300
H -3.053 -2.751 -3.977
H -2.595 -0.588 4.381
O 1.242 0.891 0.739
O -2.388 -1.675 -2.377
H -2.682 1.134 4.614
Cl 3.146 -0.819 0.188
H 3.519 0.942 2.942
C -1.466 -0.305 1.695
H 1.791 -0.496 -4.127
H -2.626 0.261 0.016
H 0.933 1.779 -3.135
C -2.143 0.355 4.067
H 3.203 1.734 0.960
C 1.229 3.374 -1.796
C 2.118 1.036 -1.463
H -0.362 4.423 -1.762
C 2.260 1.520 1.471
H -1.842 -1.316 1.865
H -1.240 1.262 0.288
O 0.246 4.068 -1.094
C -0.596 -3.124 0.158
N -0.873 -0.490 -0.831
H -1.555 -2.615 0.216
H 2.264 -0.120 2.718
O -2.025 0.641 -2.739
N 2.521 0.860 2.780
H 1.443 -2.858 -0.274
C 0.645 -2.218 0.105
B -1.753 -0.531 -1.992
H -1.900 -1.476 -4.408
C -2.747 -1.725 -3.768
H 3.258 3.444 3.305
H -2.897 0.957 -2.461
H -1.498 -4.377 1.640
H -0.547 3.119 1.320
N -0.052 3.153 2.202
O 2.548 -2.167 -2.414
H -0.003 1.693 -1.569
P 0.978 -1.701 -2.494
H 0.201 -4.809 1.357
H 2.651 0.500 -2.245
H 2.848 1.755 -1.089
```

Values from the calculation:
- DFT total energy (eV) = -69731.026
- HOMO level (eV) = -7.67
- gap between HOMO and LUMO (eV) = 7.56

Charges obtained by Löwdin population analysis, quoted in units of e: H 0.08; P 0.87; H 0.09; H 0.07; C -0.31; H 0.10; O -0.31; C -0.26; H 0.09; O 0.16; H 0.06; C -0.63; C -0.10; H 0.09; O -0.11; C -0.15; C -0.05; O -0.20; H 0.02; H 0.11; H 0.09; H 0.10; H 0.07; O -0.16; O 0.06; H 0.07; Cl 0.78; H 0.07; C -0.18; H 0.09; H 0.14; H 0.12; C -0.10; H 0.08; C -0.52; C -0.16; H 0.12; C -0.57; H 0.11; H 0.10; O 0.02; C -0.23; N 0.03; H 0.09; H 0.05; O 0.13; N 0.02; H 0.09; C -0.20; B -0.77; H 0.09; C -0.05; H 0.04; H 0.11; H 0.07; H 0.00; N -0.14; O -0.16; H 0.09; P 0.54; H 0.07; H 0.09; H 0.10

---

Record 2
Computed, not measured: a structure of composition C14H33LiN2O6, with the ωB97M-V functional and the def2-TZVPD basis.

Geometry as XYZ:
```
56
Properties=species:S:1:pos:R:3
C -1.518 -0.083 -4.964
H 1.989 2.165 2.359
H 0.425 -1.309 2.208
H 3.093 0.876 3.001
H 0.575 1.721 0.556
O -1.841 1.839 0.757
H 2.585 -1.844 1.189
C 1.746 -1.867 0.493
C -1.344 -2.293 0.254
H 2.499 -2.918 -1.793
O 3.266 1.596 1.067
H -3.256 -1.834 4.413
H -1.257 -0.440 1.004
H -3.492 0.489 0.334
H -0.776 -3.233 2.120
O 0.047 0.677 -3.280
H -3.800 2.140 1.016
C -1.762 2.106 -0.638
N -0.694 -1.024 0.403
H -0.279 3.691 -0.618
H -0.695 -2.865 -0.409
H -2.277 -3.777 1.434
O 1.998 -1.197 -0.777
H 3.143 -1.188 -2.297
C 2.917 -1.942 -1.543
H -2.249 -2.253 -0.352
C 1.975 2.278 -0.829
H 3.843 2.943 -0.406
H 2.464 1.489 -1.400
H 1.420 -2.906 0.537
H 1.978 3.045 -1.604
H -2.651 2.587 -1.046
C -2.592 -2.493 3.854
H 3.867 -1.974 -1.008
H -1.783 1.128 -1.120
H -2.806 -3.547 4.034
O -1.072 -1.166 -2.867
H -1.600 0.991 -5.131
C -1.675 -2.886 1.609
H -0.817 -0.413 -5.731
H 3.698 2.580 2.866
H -1.673 -2.392 4.431
H 2.728 3.654 0.674
Li 0.099 -0.212 -1.367
C 0.590 -1.053 1.162
C 3.019 1.825 2.470
H -0.218 2.684 -2.019
H -2.473 -0.597 -5.077
C -3.157 1.260 1.028
C -0.401 2.658 -0.945
H -3.120 1.089 2.104
O -2.444 -1.969 2.466
C -0.769 -0.249 -3.612
H 0.895 -0.009 1.233
N 0.654 1.723 -0.451
C 2.978 2.700 0.211
```

Values from the calculation:
- DFT total energy (eV) = -30521.942
- HOMO level (eV) = -8.35
- gap between HOMO and LUMO (eV) = 8.87

Charges obtained by Löwdin population analysis, quoted in units of e: C -0.01; H 0.08; H 0.12; H 0.09; H 0.08; O -0.21; H 0.12; C -0.16; C -0.21; H 0.10; O -0.21; H 0.08; H 0.08; H 0.10; H 0.11; O -0.13; H 0.08; C -0.23; N -0.09; H 0.12; H 0.12; H 0.12; O -0.23; H 0.10; C -0.08; H 0.12; C -0.20; H 0.12; H 0.11; H 0.12; H 0.13; H 0.13; C -0.07; H 0.09; H 0.10; H 0.08; O -0.06; H 0.06; C -0.20; H 0.07; H 0.09; H 0.07; H 0.12; Li 0.60; C -0.17; C -0.07; H 0.11; H 0.07; C -0.07; C -0.19; H 0.09; O -0.19; C -0.76; H 0.08; N -0.06; C -0.22

---

Record 3
Computed, not measured: a cluster of 3 separate species, C14H33N6O7P in total, with the ωB97M-V functional and the def2-TZVPD basis.

Geometry as XYZ:
```
61
Properties=species:S:1:pos:R:3
C -3.954 2.007 0.462
O 5.046 2.194 0.381
C -1.587 0.915 -0.090
C 4.628 3.164 3.410
H -6.108 -0.024 1.471
C -0.974 -0.552 -0.374
H -0.367 2.295 2.049
O 0.201 -0.886 -0.597
C -3.250 -0.797 0.117
N -5.991 0.987 1.616
C 0.493 -4.713 -3.205
H 2.484 3.852 0.968
H 0.919 -5.400 -0.321
H 6.599 1.485 1.591
H 5.434 3.803 3.048
H -3.699 2.474 1.479
H 2.601 -5.780 -0.634
H -5.385 1.207 2.414
C 1.412 -5.686 -2.437
C -5.528 1.677 0.369
H -2.227 -3.751 -1.669
H 0.506 -5.002 -4.261
O -2.074 -1.481 -0.376
N -6.232 3.024 0.378
H 2.719 2.437 2.826
H -5.563 0.058 -0.983
H 0.417 3.247 -1.962
C -1.175 -4.038 -1.631
H -5.702 1.553 -1.710
H -6.686 3.115 -0.554
H 0.718 -7.381 -3.332
H -0.116 -6.947 -2.034
H 3.227 1.411 0.754
H 6.554 3.258 1.311
N -5.957 1.002 -0.879
N -1.411 3.835 -0.194
O -0.876 -4.762 -2.815
O -4.221 -1.501 0.434
O 0.538 2.413 -1.440
H -0.571 -3.133 -1.538
H 5.071 2.257 3.829
C 3.611 2.827 2.323
H 4.141 3.704 4.228
P -0.557 2.488 -0.127
N 0.839 -7.037 -2.381
H 1.991 -4.164 -0.997
O 0.312 2.546 1.371
H 4.466 0.856 1.867
C -2.989 0.771 0.179
C 6.375 2.276 0.869
H -1.187 4.368 0.668
H 7.053 2.171 0.019
H -5.514 3.773 0.411
H 4.018 4.314 1.014
C 4.093 1.742 1.338
C 1.739 -5.227 -1.019
H 0.871 -3.684 -3.162
H 2.359 -5.739 -2.986
H -1.042 -4.679 -0.757
N 3.236 4.063 1.621
H -3.730 2.795 -0.352
```

Values from the calculation:
- DFT total energy (eV) = -47612.785
- HOMO level (eV) = -9.10
- gap between HOMO and LUMO (eV) = 6.85

Charges obtained by Löwdin population analysis, quoted in units of e: C -0.10; O -0.19; C -0.07; C -0.07; H 0.07; C -0.31; H 0.08; O 0.11; C -0.27; N 0.07; C -0.20; H 0.05; H 0.06; H 0.09; H 0.06; H 0.13; H 0.08; H 0.07; C -0.43; C -0.62; H 0.08; H 0.12; O 0.05; N 0.05; H 0.12; H 0.06; H 0.09; C -0.10; H 0.09; H 0.07; H 0.07; H 0.07; H 0.12; H 0.07; N 0.08; N -0.20; O -0.19; O 0.12; O -0.19; H 0.06; H 0.08; C -0.43; H 0.08; P 0.70; N 0.03; H 0.08; O -0.21; H 0.12; C -0.01; C -0.11; H 0.00; H 0.09; H 0.06; H 0.07; C -0.20; C -0.07; H 0.12; H 0.13; H 0.08; N 0.04; H 0.11